Entry 1:
156
Properties=species:S:1:pos:R:3:forces:R:3:mulliken_charge:R:1 method="wB97M-V/def2-TZVPD" homo_lumo_gap_ev=8.797 e_above_lowest_kcal_mol=165.0 smiles=COCCNCCOC.COCCNCCOC.COCCNCCOC.COCCNCCOC.OCCO.OCCO.OCCO.OCCO.OCCO.OCCO e_homo_ha=-0.312 multiplicity=1
C -11.46049 -27.13895 -12.68435 -0.7 -0.1 -0.1 -0.677
O -11.84014 -26.33236 -11.59279 2.4 1.7 -0.3 -0.348
C -13.16473 -26.12421 -11.26125 -1.2 -0.9 0.4 -0.662
C -13.28174 -24.90420 -10.33919 0.7 0.3 -0.5 -0.849
N -12.97990 -23.63612 -11.05621 -0.7 -1.8 -0.4 0.075
C -12.94736 -22.49518 -10.21250 1.9 2.1 0.5 -1.186
C -12.22900 -21.29429 -10.88744 0.2 0.1 -1.5 0.140
O -10.91791 -21.52821 -11.40004 -0.7 -1.0 -0.4 0.532
C -9.88295 -21.30678 -10.50689 1.0 -0.4 0.0 -0.973
H -11.68456 -26.65193 -13.63341 -0.1 0.0 -0.2 0.254
H -11.98653 -28.09189 -12.62698 0.0 -0.3 -0.1 0.370
H -10.38604 -27.32019 -12.65589 -0.1 0.2 0.3 0.201
H -13.34515 -27.05197 -10.71830 -1.3 0.1 0.4 0.516
H -13.84389 -26.07201 -12.11220 0.0 0.1 -0.4 0.287
H -12.54621 -25.19116 -9.58770 0.4 0.7 0.5 0.351
H -14.20369 -24.71642 -9.78888 -0.4 -0.7 -0.4 0.470
H -12.09909 -23.78767 -11.52664 0.4 0.5 0.1 0.109
H -12.38585 -22.67218 -9.29517 0.1 -0.3 0.5 0.537
H -13.89455 -22.07096 -9.87938 -0.5 -0.5 -0.2 0.360
H -12.18217 -20.35398 -10.33814 -0.4 -0.3 0.7 0.441
H -12.74375 -21.02382 -11.80938 -0.4 -0.2 0.1 -0.505
H -8.95276 -21.64778 -10.96139 0.0 0.2 -0.4 0.153
H -9.94183 -21.95394 -9.63179 -0.4 0.4 0.5 0.333
H -9.79719 -20.23676 -10.31765 0.0 0.1 0.6 0.281
C -11.56358 -17.57667 -11.20192 0.2 1.5 1.2 0.411
O -11.16635 -16.46234 -10.25031 -0.2 -1.1 -2.9 -0.515
C -10.19510 -15.60098 -10.90500 0.1 1.1 2.8 -0.163
C -9.94020 -14.46981 -9.83536 0.6 -1.5 0.0 -0.892
N -9.39243 -15.11673 -8.56390 0.4 2.6 0.2 -0.317
C -8.57583 -14.12494 -7.73829 -0.4 1.3 0.5 -0.904
C -9.31192 -12.77915 -7.30412 -0.3 -1.5 -1.1 -0.352
O -10.12090 -13.07615 -6.19273 -0.1 -0.1 0.9 -0.322
C -10.74401 -11.94632 -5.61817 -1.1 -0.4 -0.1 -0.778
H -10.69185 -18.19902 -11.40404 -0.1 0.1 -0.1 -0.302
H -11.97002 -17.15490 -12.12118 0.4 0.1 -0.1 0.077
H -12.37111 -18.18079 -10.78834 0.2 0.2 0.6 0.045
H -10.45929 -15.08291 -11.82690 -0.7 -0.5 -0.3 0.345
H -9.23527 -16.09831 -11.04454 -0.1 -0.4 -0.1 -0.023
H -10.87362 -13.93103 -9.67241 -0.2 -0.1 0.1 0.373
H -9.23896 -13.72777 -10.21711 0.3 -0.1 -0.1 0.594
H -10.22941 -15.20867 -8.00613 -0.1 -0.7 0.3 0.244
H -7.62095 -13.84578 -8.18367 -0.2 -0.1 -0.8 0.380
H -8.24573 -14.49135 -6.76625 -0.4 -0.9 -0.1 0.358
H -9.96565 -12.55671 -8.14748 -0.1 0.6 -0.2 0.288
H -8.69655 -11.90434 -7.09404 0.5 -0.2 -0.1 0.479
H -11.15133 -11.31822 -6.41043 0.4 0.5 0.0 0.328
H -10.18292 -11.41736 -4.84779 0.7 0.2 -0.5 0.272
H -11.63643 -12.24600 -5.06873 0.0 -0.6 -0.1 0.269
C -2.36229 -21.83458 -19.28897 0.0 0.8 0.5 -0.741
O -2.12405 -20.78681 -18.31992 1.0 -1.0 -0.1 -0.355
C -0.68378 -20.54712 -18.24596 -0.7 1.1 -1.5 -0.641
C -0.32610 -19.53712 -17.14604 -0.3 -2.1 -0.6 -0.677
N -1.12631 -20.03401 -16.06223 0.5 0.0 -0.9 -0.328
C -1.29058 -19.11675 -15.01835 -0.6 -0.7 -0.7 -0.738
C -2.09528 -19.75319 -13.93933 -1.0 3.2 2.8 -0.599
O -3.50544 -19.87622 -14.16006 0.3 -1.0 -1.6 -0.205
C -4.43113 -19.99808 -13.06899 1.0 -0.5 -1.2 -0.514
H -2.23921 -21.35239 -20.25874 0.1 -0.5 -0.3 0.284
H -3.35494 -22.27850 -19.21363 -0.2 0.7 0.3 0.266
H -1.70684 -22.69063 -19.12877 0.5 0.2 -0.2 0.307
H -0.41798 -20.11509 -19.21074 0.3 0.0 -0.3 0.439
H -0.12177 -21.47643 -18.15315 -0.2 -0.1 0.4 0.397
H -0.47044 -18.48508 -17.39197 -0.3 0.1 -0.3 0.408
H 0.73155 -19.73028 -16.96670 0.2 0.4 0.2 0.276
H -2.02171 -20.25112 -16.47602 -0.3 -0.2 0.3 0.298
H -1.83846 -18.21132 -15.27936 -0.3 0.4 -0.5 0.323
H -0.30898 -18.73668 -14.73530 0.0 -0.4 0.8 0.467
H -2.10794 -18.78505 -13.43869 0.3 -0.1 2.2 0.385
H -1.59735 -20.50573 -13.32790 -0.3 -0.4 -0.3 0.296
H -4.57946 -19.04026 -12.57031 0.1 0.0 0.3 0.168
H -4.10444 -20.81101 -12.42051 -0.1 0.2 0.4 0.346
H -5.34885 -20.31566 -13.56400 -0.1 0.2 0.2 0.133
C -17.07132 -21.99180 -8.52165 1.7 -0.3 0.6 -0.704
O -16.88136 -21.55668 -9.80903 -1.7 1.4 -1.9 -0.310
C -17.15003 -20.14792 -10.05609 2.1 -1.1 -1.9 -0.564
C -15.74030 -19.48117 -10.24702 -0.2 0.8 0.0 -1.069
N -14.99493 -19.96671 -11.40835 0.4 0.8 1.1 0.148
C -15.22628 -19.30827 -12.69826 -0.4 -2.0 -0.7 -0.562
C -14.55623 -20.00490 -13.95576 0.7 0.4 0.2 0.360
O -14.44588 -19.06414 -15.03863 0.5 -0.3 -0.2 -0.430
C -15.51130 -19.13092 -15.95453 -1.1 0.4 0.7 -0.875
H -17.06864 -23.07755 -8.61773 -0.2 0.0 0.6 0.221
H -17.92252 -21.60193 -7.96348 -0.2 0.0 -0.3 0.293
H -16.13202 -21.64041 -8.09463 -0.1 -0.5 1.6 0.290
H -17.88736 -19.65506 -9.42244 0.2 -0.2 0.3 0.494
H -17.50454 -20.24258 -11.08248 -0.7 0.6 0.0 0.184
H -15.07312 -19.66865 -9.40570 -0.3 -0.1 0.4 0.399
H -15.80126 -18.39519 -10.31802 -0.3 0.1 0.0 0.509
H -14.95845 -20.95733 -11.21485 0.1 -0.3 -1.6 0.229
H -14.92411 -18.26376 -12.77444 0.5 0.0 0.7 0.303
H -16.31107 -19.28179 -12.80140 -0.3 0.1 -0.8 0.347
H -14.92813 -20.97210 -14.29386 -1.3 0.2 -0.1 0.298
H -13.52779 -20.35563 -13.86965 0.4 0.7 1.2 -0.781
H -15.52320 -18.31134 -16.67304 0.6 0.1 0.1 0.130
H -16.38140 -18.94985 -15.32346 -0.7 -0.4 -0.5 0.374
H -15.57021 -20.07125 -16.50261 0.0 -0.2 0.2 0.328
O -8.17366 -19.60141 -14.41545 -0.3 -0.3 0.2 -0.498
C -9.25394 -19.60503 -13.50382 -1.3 -0.2 -1.9 -0.160
C -10.52824 -18.99642 -14.20309 1.1 1.3 1.6 1.417
O -10.43259 -17.51034 -14.11212 0.8 -2.1 0.1 0.005
H -7.58146 -18.90640 -14.11905 0.3 0.4 -0.2 0.429
H -9.45096 -20.66087 -13.31811 -0.3 0.0 0.3 -0.661
H -9.06086 -19.10229 -12.55615 0.2 0.2 -0.1 0.415
H -11.38357 -19.38261 -13.64868 -0.4 0.3 0.2 -0.645
H -10.60941 -19.38857 -15.21686 0.2 0.3 -0.3 -0.274
H -11.16803 -17.07946 -14.55378 -0.4 -0.4 -0.4 0.266
O -6.32806 -14.48064 -13.70036 0.8 1.7 0.1 -0.588
C -7.27062 -15.30282 -13.06927 1.2 -1.1 0.0 0.220
C -6.52963 -16.62582 -12.78928 -0.2 -0.1 -1.1 -0.604
O -6.74083 -17.54275 -13.87545 -0.5 -0.4 0.7 -0.370
H -6.01224 -14.95883 -14.47054 0.0 0.2 -0.1 0.369
H -7.58334 -14.96139 -12.08249 0.0 0.9 -0.4 -0.048
H -8.07442 -15.33634 -13.80471 -0.7 -0.9 0.7 0.049
H -6.78031 -16.98368 -11.79069 -0.5 -0.9 -0.5 0.431
H -5.44185 -16.55988 -12.81176 0.1 1.1 0.6 0.352
H -6.35069 -17.20559 -14.68521 0.1 0.0 0.1 0.168
O -11.95726 -24.19917 -14.27139 0.1 0.9 -0.2 -0.418
C -12.29043 -22.89491 -14.80123 1.0 -1.4 -0.5 1.241
C -11.89071 -22.80781 -16.29721 -1.1 1.9 -1.1 -1.251
O -10.63249 -22.28396 -16.82546 -0.6 -1.3 1.2 -0.448
H -12.46456 -24.42542 -13.48841 -0.1 0.3 0.2 0.126
H -13.36824 -22.78843 -14.67840 0.0 0.3 -0.4 0.292
H -11.78425 -22.06502 -14.30811 0.1 0.0 0.5 -0.476
H -12.67259 -22.10202 -16.57762 -0.1 0.6 -0.5 0.473
H -12.16667 -23.62361 -16.96534 0.5 -0.6 0.7 0.360
H -10.52077 -21.34298 -16.67156 -0.3 0.1 0.2 0.200
O -9.84825 -25.15225 -15.47756 1.5 -0.4 -0.1 -0.596
C -8.56727 -24.53598 -15.23202 0.3 -0.9 -1.0 -0.527
C -8.06985 -24.51487 -13.80576 -0.9 -0.4 0.2 -0.054
O -8.42291 -23.26937 -13.26670 -0.1 0.6 0.9 -0.430
H -10.61390 -24.64957 -15.19000 0.3 0.2 0.5 0.213
H -7.83253 -25.11055 -15.79606 -0.2 -0.2 -0.4 0.413
H -8.53772 -23.51553 -15.61402 -0.1 0.1 -0.1 0.207
H -7.00668 -24.67774 -13.62897 0.1 0.2 -0.5 0.398
H -8.58598 -25.31333 -13.27267 -0.1 -0.3 0.2 0.056
H -9.31193 -23.13782 -13.60425 -0.3 0.5 0.3 0.102
O -12.61275 -17.02467 -15.66027 0.3 0.6 -1.7 -0.240
C -12.87557 -15.91812 -16.52363 -2.5 2.3 1.5 -0.604
C -14.03903 -15.85692 -17.52280 0.4 -0.9 -2.1 -0.875
O -15.36280 -15.57448 -17.00850 1.1 -0.6 0.7 -0.561
H -13.41822 -17.53726 -15.55996 -0.3 -0.5 0.3 0.099
H -13.35661 -15.15898 -15.90687 0.3 0.5 1.0 0.379
H -12.02746 -15.31213 -16.84237 0.5 -1.2 -0.4 0.690
H -14.03464 -16.71541 -18.19442 -0.4 -0.7 0.2 0.414
H -13.84812 -15.07895 -18.26200 0.6 0.5 0.3 0.490
H -15.99225 -15.83985 -17.68301 0.0 0.0 0.0 0.317
O -9.00569 -19.42873 -18.20113 -1.1 0.8 -0.6 -0.650
C -9.97453 -18.34684 -17.92119 1.8 -1.5 0.9 0.706
C -10.06076 -17.38405 -19.09250 -0.6 0.2 0.3 -0.719
O -8.81242 -17.04513 -19.70079 -1.1 -0.5 0.3 -0.531
H -8.66811 -19.79407 -17.38005 0.0 0.2 0.3 0.296
H -10.92158 -18.80733 -17.63985 -0.5 0.2 -0.5 0.096
H -9.63728 -17.89124 -16.99017 0.1 0.6 -0.1 -0.096
H -10.57374 -16.49519 -18.72523 0.3 0.3 0.1 0.206
H -10.76120 -17.74903 -19.84368 0.1 -0.4 -0.2 0.362
H -8.74967 -17.79797 -20.29316 0.9 0.0 -0.3 0.357

Entry 2:
7
Properties=species:S:1:pos:R:3:forces:R:3:nbo_charge:R:1 method="wB97M-V/def2-TZVPD" homo_lumo_gap_ev=8.928 e_above_lowest_kcal_mol=1.9 e_homo_ha=-0.353 multiplicity=1
N 0.65129 0.99536 -0.22860 0.2 -1.0 -1.8 -0.988
N 0.51694 -1.35239 0.24180 0.1 2.9 -1.1 -1.006
S -0.14938 -0.31837 -0.72770 -0.5 -1.0 1.5 1.313
Cl -2.28626 0.12258 0.25993 0.8 -0.1 -0.6 -0.514
H 0.46268 1.92954 -0.47721 -0.7 0.8 -0.6 0.418
H 0.00857 -2.19008 0.22915 -0.8 -1.7 -0.3 0.374
H 0.79615 0.81337 0.70264 0.9 0.1 2.9 0.403